1.
Formula: C38H41N7O4SSbTl
Source: the Open Molecules 2025 dataset
Level of theory: ωB97M-V with the def2-TZVPD basis set

Summary:
- E_HOMO (eV) = -13.556
- energy relative to the best compared isomer or geometry (same formula, charge and spin) (eV) = 1.960
- max |F| (eV/Å) = 0.62
- total charge = +2

XYZ file:
```
93
Properties=species:S:1:pos:R:3:forces:R:3:lowdin_charge:R:1
Tl -0.393624 -0.210685 -0.789861 -0.2 -0.2 -0.1 0.853
C 2.022910 -2.859972 -0.449480 0.0 0.0 0.0 -0.030
C 1.324142 -2.755654 0.874562 0.1 0.0 0.0 -0.325
C 1.897760 -3.351727 2.000221 0.0 0.0 0.0 -0.003
C 1.229123 -3.309542 3.203527 0.0 0.0 0.0 -0.026
C -0.021221 -2.695685 3.248920 0.0 0.0 0.0 -0.125
C -0.536238 -2.115020 2.101195 0.1 -0.1 0.0 -0.472
N 0.146517 -2.125271 0.938332 0.0 0.0 0.0 -0.025
Sb -2.551302 -1.348781 2.287523 -0.1 0.0 0.0 1.557
C -3.251201 -1.894522 0.325197 0.0 0.0 -0.1 -0.440
C -4.477064 -2.540822 0.287633 0.0 0.0 0.0 -0.111
C -4.987408 -2.957749 -0.934961 0.0 0.0 0.0 -0.025
C -4.249814 -2.719697 -2.076683 0.0 0.0 0.0 0.002
C -3.026074 -2.065246 -1.973871 0.0 0.0 0.0 -0.324
C -2.195077 -1.785629 -3.193137 0.0 0.0 0.0 -0.053
N -2.543474 -1.662022 -0.791210 0.0 0.0 0.0 -0.033
C -2.163162 0.745822 1.918235 0.0 0.1 0.1 -0.469
C -2.080472 1.570651 3.033946 0.0 0.1 0.0 -0.120
C -1.868119 2.929671 2.851474 -0.1 -0.1 0.0 -0.034
C -1.844742 3.430114 1.560198 0.1 0.0 -0.1 -0.009
C -2.021266 2.554347 0.487590 0.0 0.1 0.0 -0.356
C -2.226016 3.073870 -0.906716 0.0 0.0 0.0 -0.032
N -2.116286 1.231929 0.673285 -0.2 0.0 0.0 -0.029
H 3.071877 -2.574963 -0.354612 0.0 0.0 0.0 0.075
H 1.555085 -2.233468 -1.207785 0.0 0.0 0.0 0.022
H 1.989190 -3.892939 -0.800797 0.0 0.0 0.0 0.103
H 2.855752 -3.847253 1.911011 0.0 0.0 0.0 0.130
H 1.654807 -3.763815 4.089034 0.0 0.0 0.0 0.124
H -0.591642 -2.685944 4.169748 0.0 0.0 0.0 0.093
H -5.027473 -2.722191 1.201697 0.0 0.0 0.0 0.093
H -5.941869 -3.464510 -0.989325 0.0 0.0 0.0 0.124
H -4.606774 -3.034853 -3.047640 0.0 0.0 0.0 0.125
H -2.648704 -2.208836 -4.086220 0.0 0.0 0.0 0.090
H -1.196954 -2.217367 -3.090327 0.0 0.0 0.0 0.073
H -2.090222 -0.709686 -3.353532 0.0 0.0 0.0 0.068
H -2.168029 1.159132 4.031950 0.0 0.0 0.0 0.101
H -1.758414 3.590544 3.702144 0.0 0.0 0.0 0.127
H -1.744395 4.492395 1.373590 0.0 0.0 0.0 0.130
H -1.588170 3.928762 -1.131568 0.0 0.0 0.0 0.078
H -3.256843 3.419078 -1.008539 0.0 0.0 0.0 0.105
H -2.078471 2.284465 -1.644709 0.0 0.0 0.0 0.058
N 0.923190 0.877196 2.071808 0.1 0.4 -0.2 0.157
C 1.165164 1.817117 3.068379 0.0 -0.2 0.2 -0.261
C 0.977116 1.490134 4.414213 0.0 0.0 0.0 -0.019
C 1.172745 2.431759 5.404849 0.0 0.0 0.0 -0.040
C 1.568806 3.730705 5.090386 0.0 0.0 0.0 -0.052
C 1.761746 4.069209 3.768752 0.0 0.0 0.0 -0.010
C 1.547409 3.124654 2.761534 0.0 0.1 0.0 -0.136
C 1.696803 3.503186 1.365758 0.3 0.2 -0.2 -0.102
C 2.738861 4.372697 0.863090 0.0 0.0 0.2 0.052
C 2.938861 4.670264 -0.468915 0.0 0.0 0.0 -0.029
C 2.131548 4.115321 -1.454548 -0.1 -0.1 -0.1 -0.007
C 1.086051 3.237562 -1.090429 0.3 0.2 0.0 -0.033
C 1.106760 3.154846 0.236816 -0.5 -0.4 0.1 0.166
H 0.748188 -0.051576 2.431250 -0.1 0.0 0.0 0.068
H 1.578592 0.846327 1.293149 0.1 -0.1 0.0 0.018
H 0.696433 0.475425 4.675042 0.0 0.0 0.0 0.119
H 1.027162 2.150945 6.439753 0.0 0.0 0.0 0.121
H 1.719492 4.463339 5.870306 0.0 0.0 0.0 0.119
H 2.045448 5.080168 3.502803 0.0 0.0 0.0 0.126
H 3.421150 4.719062 1.631959 0.0 0.0 0.0 0.146
H 3.747041 5.334164 -0.742202 0.0 0.0 0.0 0.134
H 2.232125 4.370566 -2.501750 0.0 0.0 0.0 0.138
H 0.363312 2.835290 -1.782134 0.0 0.0 0.0 0.110
C 5.773360 -3.784340 -5.142485 0.0 0.0 0.0 -0.109
C 7.087871 -3.154089 -4.717844 0.1 0.0 0.0 -0.291
S 6.926840 -1.508664 -4.071690 -0.1 -0.1 0.0 0.640
O 5.952692 -0.777878 -4.847569 0.0 0.0 -0.1 -0.314
O 8.237770 -0.965594 -3.859846 0.0 0.1 0.0 -0.282
C 6.170030 -1.706821 -2.456382 0.1 -0.1 0.0 -0.199
C 6.077297 -0.310475 -1.854129 0.0 0.0 0.1 -0.135
N 5.023494 -0.221351 -0.836913 -0.1 0.0 -0.1 0.065
C 3.730895 0.093469 -1.096705 0.0 0.1 0.0 -0.332
N 3.005462 0.150875 0.013454 0.1 0.1 0.2 0.086
C 3.857834 -0.153654 1.036226 0.0 -0.1 -0.1 -0.049
C 5.095127 -0.395446 0.527418 0.0 0.0 0.0 -0.134
N 6.261868 -0.803019 1.261227 0.0 0.1 0.0 -0.332
O 7.274775 -1.050143 0.637556 0.0 -0.1 0.0 0.109
O 6.130743 -0.870584 2.464569 0.0 0.0 0.0 0.112
C 3.180641 0.290402 -2.466338 0.0 0.0 0.0 0.019
H 5.971799 -4.737126 -5.630921 0.0 0.0 0.0 0.086
H 5.243967 -3.139058 -5.840733 0.0 0.0 0.0 0.079
H 5.125253 -3.982657 -4.286885 0.0 0.0 0.0 0.070
H 7.779079 -3.021087 -5.553426 0.0 0.0 0.0 0.116
H 7.616493 -3.729378 -3.955442 0.0 0.0 0.0 0.110
H 6.778374 -2.366817 -1.837501 0.0 0.0 0.0 0.114
H 5.184306 -2.145922 -2.621603 0.0 0.0 0.0 0.100
H 5.833636 0.419883 -2.621106 0.0 0.0 0.0 0.114
H 7.024139 -0.030165 -1.410373 0.0 0.0 0.0 0.128
H 3.563709 -0.209648 2.071423 0.0 0.0 0.0 0.123
H 3.927118 0.619766 -3.186074 0.0 0.0 0.0 0.084
H 2.379200 1.025582 -2.425875 0.0 0.0 0.0 0.053
H 2.757177 -0.642952 -2.846844 0.0 0.0 0.0 0.093
```
Forces are in eV/Å.

=====

2.
Formula: C15H15Br2NO3
Source: the Open Molecules 2025 dataset
Level of theory: ωB97M-V with the def2-TZVPD basis set

Summary:
- E_HOMO (eV) = -8.039
- max |F| (eV/Å) = 6.88

XYZ file:
```
36
Properties=species:S:1:pos:R:3:forces:R:3:nbo_charge:R:1
C -5.127110 1.977563 1.399561 0.3 -0.5 -0.3 -0.257
O -4.727780 0.879375 0.550843 0.2 0.2 0.3 -0.492
C -3.429990 0.472902 0.544470 0.6 0.1 0.2 0.336
C -2.407867 1.038407 1.345340 -0.8 -0.2 -0.4 -0.335
C -1.095152 0.610427 1.182733 0.2 0.0 -0.3 -0.102
C -0.750449 -0.378611 0.244300 -0.5 -0.1 -0.4 -0.136
C 0.648276 -0.829017 0.004989 2.1 3.3 5.6 -0.210
C 1.754650 0.113784 0.241491 -2.6 -2.3 -1.0 -0.051
C 3.060134 -0.397772 0.465157 1.9 0.2 0.2 -0.208
C 4.148392 0.428185 0.596445 -1.1 -0.5 -0.2 -0.144
Br 5.883413 -0.268505 0.830554 -0.2 0.1 0.0 0.105
C 4.020857 1.911021 0.562084 1.2 0.9 0.4 0.407
O 4.981953 2.672821 0.713923 -1.4 -1.1 -0.3 -0.523
C 2.635910 2.392069 0.358292 -1.0 -1.1 -0.2 -0.142
Br 2.338739 4.252382 0.395112 0.1 -0.2 -0.1 0.104
C 1.592785 1.521184 0.148315 0.6 2.0 -0.1 -0.217
C -1.798090 -1.016606 -0.440211 -0.2 0.1 0.0 -0.161
C -3.105811 -0.591563 -0.327676 -0.3 0.6 0.6 -0.260
H -6.173527 2.136538 1.137300 0.2 0.1 0.2 0.207
H -5.039215 1.704088 2.460071 0.0 0.1 -0.2 0.183
H -4.539752 2.882839 1.191305 -0.1 -0.2 0.0 0.185
H -2.645334 1.818366 2.072425 0.1 -0.3 -0.2 0.226
H -0.322318 1.066206 1.799620 -0.2 -0.1 -0.1 0.214
H 0.831254 -1.785123 0.519310 0.2 -0.2 -1.1 0.245
H 3.210748 -1.475675 0.519691 -0.1 0.2 0.0 0.230
H 0.613536 1.945073 -0.073327 0.3 -0.2 0.0 0.244
H -1.578429 -1.861604 -1.082051 0.0 0.3 0.1 0.231
H -3.905893 -1.045595 -0.904061 0.1 0.0 0.1 0.228
C 2.203160 -2.564023 -2.176584 0.2 0.5 0.2 -0.451
N 0.878908 -1.950199 -2.121792 -0.5 -1.3 -0.8 -0.239
O 0.035451 -3.073390 -1.737307 -0.2 0.5 -0.6 -0.616
H 2.912958 -1.858975 -2.617060 -0.1 0.0 0.1 0.214
H 2.563139 -2.889541 -1.187982 0.0 0.0 -0.2 0.179
H 2.141911 -3.446639 -2.826032 0.0 0.3 0.2 0.225
H 0.758086 -1.247166 -1.288190 0.6 -1.1 -2.1 0.308
H -0.567531 -3.143230 -2.501048 0.3 0.0 0.5 0.477
```
Forces are in eV/Å.

=====

3.
Formula: C4H11NO
Source: the Open Molecules 2025 dataset
Level of theory: ωB97M-V with the def2-TZVPD basis set

Summary:
- SMILES = CC(C)=CN.O
- E_HOMO (eV) = -7.442
- energy relative to the best compared isomer or geometry (same formula, charge and spin) (eV) = 1.697
- max |F| (eV/Å) = 2.23

XYZ file:
```
17
Properties=species:S:1:pos:R:3:forces:R:3:nbo_charge:R:1
C 1.881827 0.512357 0.003042 1.0 0.7 -0.1 -0.668
C 0.417566 0.599085 -0.296237 -0.4 -2.0 0.0 -0.078
C -0.018114 -0.006118 -1.623562 1.0 1.1 0.2 -0.618
C -0.521298 0.769898 0.663850 1.7 1.4 -0.4 -0.020
N -0.182498 0.972251 2.024554 -1.0 0.4 -0.8 -0.838
H 2.173045 1.164897 0.821385 -0.1 -0.2 0.5 0.209
H 2.569826 0.888043 -0.769349 -0.8 0.2 -0.5 0.220
H 2.330479 -0.465801 0.140517 -0.4 -0.6 0.5 0.211
H 0.251243 -1.064162 -1.717962 -0.1 0.0 0.5 0.202
H 0.627869 0.465567 -2.389544 -1.0 0.1 -0.3 0.196
H -1.106474 0.073831 -1.694285 0.3 0.1 -0.7 0.226
H -1.472198 1.169467 0.294958 -0.2 -0.9 0.6 0.198
H -0.982664 0.841074 2.629250 0.6 0.0 0.2 0.377
H 0.692382 0.556874 2.305717 -0.3 -0.2 0.2 0.380
O -2.190807 -1.919081 -0.436157 -0.1 -0.1 0.0 -0.935
H -1.860588 -2.819265 -0.365702 0.0 0.0 0.0 0.470
H -2.609595 -1.738917 0.409525 0.0 0.0 0.1 0.469
```
Forces are in eV/Å.

=====

Question: Which of these has the highest E_HOMO?
Answer: C4H11NO